1.
Formula: C31H55ClO3OsP2Si2
Source: the Open Molecules 2025 dataset
Level of theory: ωB97M-V/def2-TZVPD

Computed properties:
Kohn-Sham gap (alpha / beta): 0.1403 / 0.1990 Ha
Relative energy (zero: lowest compared OMol25 entry of this formula, charge and spin): 33.0 kJ/mol

```
! RIJCOSX wB97M-V def2-TZVPD def2/J DEFGRID3
* xyz 0 5
Os 1.11593 -0.81501 -0.90723
C -0.73427 -1.84742 -0.90389
C -0.11519 -1.95401 -2.19493
C 1.13303 -2.63328 -1.96207
Si -0.89284 -1.18345 -3.71411
C 1.24527 -2.91479 -0.57027
C 0.03786 -2.51111 0.10399
Si -0.64872 -3.06808 1.78392
H -1.72633 -1.44290 -0.76598
H 1.83569 -2.88121 -2.74735
H 2.08487 -3.37411 -0.06666
Cl 2.11212 0.91812 0.26978
C -2.48668 -3.42650 1.73586
C 0.23797 -4.61078 2.37052
C -2.68110 -1.68674 -3.90030
C 0.11716 -1.58751 -5.22012
H -0.05462 -5.44549 1.72030
H -0.07234 -4.85753 3.39541
H 1.32977 -4.51880 2.34785
H -3.03764 -2.60631 1.25947
H -2.87530 -3.56178 2.75451
H -2.67396 -4.35196 1.17479
H -0.07425 -2.63668 -5.48006
H 1.19390 -1.45444 -5.06878
H -0.20330 -0.96295 -6.06406
H -2.75552 -2.77997 -3.96472
H -3.09717 -1.25320 -4.81867
H -3.27128 -1.33463 -3.04342
C -0.33032 -1.70951 3.06061
C -0.83632 0.66998 -3.34366
P 1.11528 -0.74299 2.50776
H -0.17077 -2.14534 4.05948
H -1.21952 -1.05897 3.10717
P 0.66275 1.03177 -2.38397
H -1.72385 0.91379 -2.73432
H -0.88223 1.24509 -4.27991
C 0.45367 2.77938 -1.81554
C 2.14943 1.08407 -3.52903
C 2.62779 -1.79767 2.90757
C 1.24462 0.66869 3.71936
C 0.61371 1.91978 3.10629
H 2.32728 0.83150 3.83479
C 0.62569 0.36110 5.07801
H -0.46217 0.24238 5.00162
H 0.82395 1.21364 5.73986
H 1.04261 -0.53103 5.55741
H 1.12157 2.21058 2.18288
H 0.69197 2.74904 3.81768
H -0.45098 1.75681 2.89027
H 2.59236 -2.56503 2.11492
C 2.53835 -2.46604 4.27489
C 3.94540 -1.00705 2.76013
H 1.62254 -3.04043 4.42540
H 2.63718 -1.72780 5.07718
H 3.37654 -3.16629 4.36867
H 4.49352 -1.34588 1.87312
H 4.58552 -1.19693 3.63263
H 3.80300 0.07784 2.67349
H 2.41263 0.01821 -3.62876
C 3.33205 1.83195 -2.88428
C 1.85154 1.64146 -4.92250
H 0.87473 1.36280 -5.32498
H 2.60741 1.24901 -5.61509
H 1.94397 2.73228 -4.93656
H 3.94620 1.17427 -2.26214
H 3.01678 2.67417 -2.25758
H 3.96775 2.24733 -3.67730
C -0.48836 2.90876 -0.61889
C 0.00104 3.69034 -2.95485
H 1.45634 3.09627 -1.49934
H -0.97895 3.37984 -3.33885
H 0.70810 3.72395 -3.79058
H -0.09245 4.71180 -2.56530
H -1.53855 2.93573 -0.93300
H -0.26529 3.85339 -0.10499
H -0.36262 2.09866 0.10533
C 3.38390 -1.26656 -0.95393
H 3.62560 -2.33219 -1.07725
H 3.71099 -0.72810 -1.85001
H 3.91295 -0.88221 -0.07322
O -2.78626 1.46135 2.90925
C -3.61104 2.16922 2.13640
C -4.26098 3.31947 2.64064
C -5.09061 4.06134 1.81050
C -5.29460 3.67312 0.47833
C -4.67279 2.52776 -0.01911
C -3.83564 1.75327 0.78803
C -3.08968 0.57210 0.22974
O -3.20998 0.29396 -0.97915
O -2.33212 -0.07230 1.07167
H -2.50024 0.64529 2.23163
H -4.09615 3.58787 3.68401
H -5.58408 4.95137 2.20358
H -5.92888 4.26496 -0.18049
H -4.79435 2.19809 -1.04947
*
```

=====

2.
Formula: C2H7N3O2
Source: the Open Molecules 2025 dataset
Level of theory: ωB97M-V/def2-TZVPD

Computed properties:
Kohn-Sham gap: 0.3623 Ha
Relative energy (zero: lowest compared OMol25 entry of this formula, charge and spin): 627.7 kJ/mol

```
! RIJCOSX wB97M-V def2-TZVPD def2/J DEFGRID3
* xyz 0 1
C 1.61638 -1.04036 0.00211
C 0.74288 0.01904 0.39524
N -0.99040 -0.90355 0.12888
N -1.91695 -0.19824 0.05226
N 0.76246 1.04864 -0.47711
O -3.04888 -0.42668 -0.36685
O -1.78827 1.21796 0.50705
H 1.13773 -1.66691 -0.76883
H 1.94087 -1.76661 0.84229
H 2.59670 -0.47518 -0.16195
H 0.54704 0.14317 1.38698
H -0.02778 1.68918 -0.44907
H 1.09117 0.88153 -1.39569
H -2.66296 1.47800 0.30469
*
```

=====

3.
Formula: C36H23N4O2RuS2
Source: the Open Molecules 2025 dataset
Level of theory: ωB97M-V/def2-TZVPD

Computed properties:
Kohn-Sham gap (alpha / beta): 0.1463 / 0.1937 Ha
Relative energy (zero: lowest compared OMol25 entry of this formula, charge and spin): 205.0 kJ/mol

```
! RIJCOSX wB97M-V def2-TZVPD def2/J DEFGRID3
* xyz -2 2
Ru 0.43712 -0.86917 -0.36816
O -0.33941 1.25148 -0.12752
C 0.12753 2.17930 0.82153
C -0.63055 3.28505 1.13258
C -0.17558 4.25581 2.03055
C 1.08270 4.08359 2.60654
C 1.84487 2.98515 2.29345
C 1.42865 1.96281 1.38562
C 2.34151 0.91585 1.14072
N 2.14108 -0.19315 0.42814
N 3.21811 -1.05913 0.39152
C 2.88277 -2.15909 -0.22744
O 1.71046 -2.41717 -0.72705
C 3.93137 -3.19638 -0.40879
C 5.23902 -3.00953 0.04496
C 6.19692 -3.99183 -0.14290
C 5.87132 -5.18108 -0.78798
C 4.57295 -5.37297 -1.24102
C 3.61075 -4.39029 -1.05335
H -1.60203 3.41399 0.67731
H -0.79711 5.10984 2.26483
H 1.46761 4.81642 3.30798
H 2.82298 2.86472 2.74678
H 3.31760 0.99584 1.61298
H 5.47660 -2.08026 0.54495
H 7.20738 -3.83136 0.21701
H 6.62245 -5.94907 -0.93337
H 4.30544 -6.29608 -1.74283
H 2.59330 -4.52261 -1.39608
S -0.60928 -1.56101 1.53970
C -2.09978 -2.31444 1.03753
C -2.95595 -2.85742 1.99942
C -4.18393 -3.41609 1.66624
C -5.02118 -3.95290 2.69402
N -5.69562 -4.37560 3.52775
C -4.58179 -3.43317 0.31388
C -3.73465 -2.89793 -0.64733
C -2.49258 -2.34028 -0.32413
S -1.48291 -1.66472 -1.56230
C -5.83892 -3.98908 -0.08361
N -6.85292 -4.42525 -0.41509
H -2.65236 -2.83393 3.03915
H -4.04459 -2.90630 -1.68495
C -2.91578 2.50670 -5.91925
C -3.12470 1.37558 -5.13957
C -2.42052 1.19601 -3.95898
C -1.50138 2.15920 -3.53828
C -1.28062 3.28014 -4.33555
C -1.98773 3.45689 -5.51753
C -0.74451 1.95718 -2.28689
C -1.25700 1.67190 -1.09206
C -2.67994 1.65286 -0.68803
C -3.62330 2.49167 -1.28283
C -4.95404 2.42881 -0.90060
C -5.35661 1.53521 0.08417
C -4.41546 0.72622 0.70389
C -3.08141 0.79404 0.33007
H -3.46812 2.64275 -6.84162
H -3.83702 0.62225 -5.45350
H -2.56205 0.31063 -3.34745
H -0.55850 4.02291 -4.01662
H -1.81283 4.33786 -6.12393
H 0.33884 1.95107 -2.35518
H -3.31493 3.19710 -2.04304
H -5.67945 3.07961 -1.37445
H -6.39987 1.47635 0.37109
H -4.71222 0.02718 1.47639
H -2.34361 0.17751 0.82667
*
```

=====

4.
Formula: C3H10N2S
Source: the Open Molecules 2025 dataset
Level of theory: ωB97M-V/def2-TZVPD

Computed properties:
Kohn-Sham gap: 0.3617 Ha
SMILES: NC[C@@H](N)CS
Relative energy (zero: lowest compared OMol25 entry of this formula, charge and spin): 72.7 kJ/mol

```
! RIJCOSX wB97M-V def2-TZVPD def2/J DEFGRID3
* xyz 0 1
N 1.83747 -0.62699 1.21542
C 0.39294 -0.75741 0.84350
C 0.12206 0.18241 -0.33040
N 0.34626 -0.51518 -1.61829
C -1.31533 0.77541 -0.27503
S -1.55491 2.27258 -1.24719
H 1.98238 -0.82853 2.19997
H 2.37913 -1.33677 0.74137
H 0.31046 -1.76321 0.43631
H -0.19428 -0.51760 1.72533
H 0.80343 1.03125 -0.28029
H -0.52341 -0.67149 -2.11365
H 0.71673 -1.45669 -1.51261
H -2.09269 0.01712 -0.34186
H -1.45934 1.06111 0.76979
H -1.75090 3.13400 -0.21237
*
```

=====

5.
Formula: C5H12O
Source: the Open Molecules 2025 dataset
Level of theory: ωB97M-V/def2-TZVPD

Computed properties:
Kohn-Sham gap: 0.3960 Ha
SMILES: CC[C@@H](C)OC
Relative energy (zero: lowest compared OMol25 entry of this formula, charge and spin): 249.1 kJ/mol

```
! RIJCOSX wB97M-V def2-TZVPD def2/J DEFGRID3
* xyz 0 1
C -0.17460 2.41674 0.86030
C 0.52413 1.28507 0.06188
C -0.17664 -0.08352 -0.08854
C 0.43858 -1.06002 -1.52567
O -0.02357 -0.79662 1.08041
C -0.49364 -2.09062 0.81523
H -1.16235 2.66415 0.45503
H -0.29829 2.18365 1.92413
H 0.42456 3.34085 0.80668
H 1.50382 1.10619 0.52295
H 0.69591 1.64902 -0.95309
H -1.24809 0.03998 -0.32467
H -0.12506 -0.60150 -2.32874
H 0.45629 -2.14320 -1.87398
H 1.49393 -0.81243 -1.55933
H -1.59275 -2.11085 0.74722
H -0.10285 -2.22838 -0.22560
H -0.13938 -2.75850 1.60578
*
```

=====

- relative energy (zero: lowest compared OMol25 entry of this formula, charge and spin) of number 5 (C5H12O)?
  249.1 kJ/mol

=====

- Among the records above, which one has the lowest relative energy (zero: lowest compared OMol25 entry of this formula, charge and spin)?
  C31H55ClO3OsP2Si2

=====

- Among the records above, which one has the lowest relative energy (zero: lowest compared OMol25 entry of this formula, charge and spin)?
  C31H55ClO3OsP2Si2

=====

- What is the relative energy (zero: lowest compared OMol25 entry of this formula, charge and spin) in the second record?
  627.7 kJ/mol